37
Properties=species:S:1:pos:R:3:forces:R:3:lowdin_charge:R:1 method="wB97M-V/def2-TZVPD" max_force_ev_per_a=1.0 total_charge=0 homo_lumo_gap_ev=9.989 energy_ha=-1246.62573 e_homo_ev=-10.204
Xe 0.232 -0.165 -0.261 0.1207 -0.1090 -0.0507 0.399
O -3.029 -1.405 0.343 -0.0273 -0.4851 0.2770 -0.085
H -2.845 -0.704 -0.282 0.0158 0.9075 -0.4204 0.003
H -3.980 -1.383 0.454 -0.3826 -0.1770 -0.1232 0.082
O 3.220 -3.223 -0.909 0.5115 0.0959 0.3337 -0.065
H 3.630 -3.424 -1.750 0.0590 -0.0575 -0.1876 0.027
H 2.283 -3.351 -1.062 -0.4699 0.2004 -0.2657 -0.031
O 1.045 3.964 0.293 -0.0699 -0.1986 0.3662 -0.047
H 1.414 4.838 0.167 0.0058 0.2624 0.0772 0.045
H 1.025 3.582 -0.584 -0.1345 -0.2351 -0.5086 -0.008
O -1.747 2.382 0.846 -0.2253 -0.0016 0.0934 -0.093
H -0.838 2.680 0.893 0.4902 0.2706 -0.1752 0.002
H -2.086 2.505 1.733 -0.1223 0.0416 0.2484 0.062
O 0.557 -3.814 -1.931 0.8797 -0.1218 -0.1647 -0.072
H -0.298 -3.491 -1.648 -0.8456 0.2580 0.0782 -0.026
H 0.765 -4.515 -1.314 -0.0783 -0.3821 0.0993 0.042
O -2.634 -1.338 2.996 0.0603 -0.0067 0.7682 -0.061
H -2.722 -1.276 2.045 0.2517 -0.0406 -0.5268 -0.044
H -3.312 -0.756 3.339 -0.0987 0.0950 0.2555 0.022
O 0.604 3.050 -2.876 0.1469 0.2405 0.3968 -0.046
H 0.204 2.223 -3.147 -0.2249 -0.2848 -0.0098 0.037
H 1.427 3.089 -3.362 0.1658 0.0750 -0.2825 0.038
O -3.646 1.161 -0.668 -0.4858 -0.6691 -0.6158 -0.056
H -2.920 1.644 -0.273 0.6222 0.5099 0.3383 -0.022
H -4.202 0.915 0.071 -0.2449 0.2134 0.1493 0.034
O 2.260 -1.380 2.987 -0.1847 -0.5406 0.2227 -0.077
H 2.514 -0.553 2.578 0.4042 0.5162 -0.3015 -0.039
H 1.378 -1.221 3.324 -0.2377 -0.0784 0.1051 0.018
O 3.327 1.785 -0.884 0.1307 0.0429 0.1323 -0.063
H 3.152 1.018 -1.430 -0.0169 -0.3895 -0.0754 0.031
H 3.090 2.530 -1.436 -0.0409 0.2387 0.0124 0.026
O 3.261 1.100 2.005 0.0099 -0.1981 0.4232 -0.053
H 3.375 1.350 1.088 0.0346 0.1317 -0.6017 -0.003
H 2.694 1.780 2.370 -0.1136 0.2369 0.0946 0.046
O -2.102 -3.131 -1.483 0.3499 -0.3899 -0.6274 -0.057
H -2.679 -3.895 -1.458 -0.0559 -0.2586 -0.1125 0.056
H -2.415 -2.571 -0.772 -0.1993 0.2874 0.5775 -0.023